DFT (ωB97M-V/def2-TZVPD) results for a cluster of 3 separate species, C21H18BrF16NO4S2 in total.

The HOMO energy comes out at -0.3150 hartree. Its SMILES is CCSCc1ccc(Br)c2c1C(=O)N(S)C2=O.FC(F)C(F)(F)COC(F)(F)C(F)F.FC(F)C(F)(F)COC(F)(F)C(F)F. The LUMO energy is -0.81 eV. The calculation puts the molecular weight at 796.4 g mol⁻¹.

```
63
C21H18BrF16NO4S2 | OMol25 | ωB97M-V/def2-TZVPD
C 1.538 0.213 -0.833
C 1.177 1.314 0.241
S 0.878 2.999 -0.486
C -0.939 3.036 -0.925
C -1.206 1.783 -1.815
C -0.504 1.617 -3.110
C -0.696 0.431 -3.956
C -1.621 -0.626 -3.498
Br -1.901 -2.246 -4.570
C -2.310 -0.460 -2.239
C -2.112 0.736 -1.393
C -2.978 0.585 -0.102
O -3.059 1.286 0.867
N -3.632 -0.650 -0.340
S -5.032 -1.050 0.599
C -3.332 -1.404 -1.508
O -3.731 -2.487 -1.811
H 0.633 -0.205 -1.359
H 1.957 -0.664 -0.252
H 2.295 0.555 -1.589
H 0.295 0.960 0.837
H 2.087 1.426 0.895
H -1.206 3.973 -1.471
H -1.523 2.907 0.024
H 0.195 2.413 -3.462
H -0.121 0.356 -4.912
H -5.209 -2.401 0.349
C -4.711 -4.036 6.021
C -5.206 -5.200 5.140
C -4.190 -6.302 4.838
F -3.112 -5.845 4.172
F -4.754 -7.253 4.052
F -5.728 -4.698 3.998
F -6.247 -5.781 5.806
O -4.286 -2.847 5.355
C -2.972 -2.795 4.878
C -2.905 -2.704 3.352
F -3.529 -3.746 2.763
F -1.619 -2.724 2.927
F -2.266 -3.830 5.373
F -2.424 -1.680 5.409
H -5.577 -3.714 6.602
H -3.983 -4.363 6.766
H -3.852 -6.787 5.758
H -3.376 -1.784 2.996
C 6.844 3.856 -3.458
C 6.048 2.798 -4.248
C 4.612 3.170 -4.623
F 3.837 3.401 -3.547
F 4.030 2.151 -5.306
F 6.084 1.626 -3.575
F 6.728 2.585 -5.412
O 6.905 3.703 -2.039
C 5.844 4.207 -1.281
C 5.068 3.105 -0.555
F 4.578 2.190 -1.417
F 4.012 3.627 0.111
F 5.056 4.979 -2.052
F 6.395 5.033 -0.365
H 7.882 3.747 -3.776
H 6.572 4.875 -3.742
H 4.592 4.056 -5.265
H 5.710 2.585 0.160
```

DFT (ωB97M-V/def2-TZVPD) results for a cluster of 9 separate species, C12H32F16N7O15P2S4 in total.

The HOMO energy comes out at -0.1377 hartree. As for the charge: -1. The LUMO energy is -2.90 eV. The calculation puts the molecular weight at 1008.6 g mol⁻¹.

```
88
C12H32F16N7O15P2S4 | OMol25 | ωB97M-V/def2-TZVPD
C 2.444 -4.420 -3.815
C 2.855 -3.248 -4.717
O 2.233 -2.204 -4.878
N 4.149 -3.500 -5.534
H 4.545 -2.643 -5.892
H 4.943 -3.703 -4.945
C 4.050 -4.323 -6.841
H 1.523 -4.257 -3.255
H 3.190 -4.808 -3.121
H 2.104 -5.268 -4.410
H 3.472 -5.236 -6.696
H 5.068 -4.321 -7.231
H 3.568 -3.523 -7.401
C 7.137 3.946 -3.691
C 6.665 2.497 -3.407
O 7.254 1.612 -2.758
N 5.210 2.248 -3.815
H 4.884 2.946 -4.469
H 5.269 1.474 -4.461
C 4.280 1.902 -2.703
H 8.175 4.061 -3.378
H 6.533 4.593 -3.055
H 6.938 4.146 -4.744
H 4.465 2.513 -1.820
H 4.520 0.866 -2.467
H 3.215 1.891 -2.937
C 3.183 7.143 1.839
C 2.479 6.332 0.642
O 3.107 5.894 -0.340
N 0.965 6.272 0.604
H 0.643 6.028 1.529
H 0.672 7.233 0.708
C 0.220 5.546 -0.590
H 4.167 7.471 1.503
H 3.374 6.582 2.754
H 2.697 8.056 2.184
H -0.792 5.264 -0.299
H 0.971 4.761 -0.683
H 0.319 6.200 -1.456
C -3.156 -5.319 -0.207
C -4.665 -5.420 0.016
O -5.170 -5.921 0.953
N -5.547 -4.836 -1.079
H -5.354 -5.081 -2.039
H -6.450 -5.271 -0.954
C -5.787 -3.392 -0.965
H -2.773 -6.200 -0.722
H -2.523 -5.165 0.666
H -2.915 -4.458 -0.831
H -6.165 -3.238 0.046
H -6.487 -3.165 -1.769
H -4.844 -2.846 -0.984
P -0.514 -0.336 0.656
F -1.291 1.090 0.337
F 0.838 0.460 1.010
F -0.815 -0.059 2.252
F 0.267 -1.711 0.928
F -2.012 -1.073 0.563
F -0.187 -0.544 -0.858
P -3.731 -0.875 7.100
F -3.375 -2.113 8.087
F -5.334 -1.259 7.392
F -3.771 0.230 8.398
F -4.219 0.394 6.213
F -2.153 -0.598 6.768
F -3.840 -1.763 5.735
N -8.202 3.849 -0.174
S -9.165 4.184 1.152
O -8.752 5.262 2.021
O -9.985 3.131 1.694
F -10.369 4.862 0.299
S -7.222 2.946 0.611
O -7.505 1.527 0.586
O -6.646 3.489 1.889
F -6.003 2.987 -0.424
N 2.944 -4.128 3.801
S 2.063 -5.333 4.505
O 2.838 -5.852 5.708
O 1.220 -6.202 3.768
F 0.949 -4.354 5.121
S 3.634 -5.058 2.753
O 2.865 -5.546 1.592
O 4.713 -5.977 3.244
F 4.550 -3.925 2.004
N -0.155 4.194 4.304
O -0.903 4.926 3.704
O 0.921 3.902 3.855
O -0.512 3.563 5.318
```

DFT (ωB97M-V/def2-TZVPD) results for a structure of composition C55H49LaN6O7Te.

The HOMO energy (spin up / spin down) comes out at -0.0683 / -0.2082 hartree. As for the multiplicity: 2. As for the charge: -1. The LUMO energy (spin up / spin down) is 1.84 / 1.84 eV. The expectation value of S² is 0.773. The calculation puts the molecular weight at 1172.5 g mol⁻¹.

```
119
C55H49LaN6O7Te | OMol25 | ωB97M-V/def2-TZVPD
La 0.809 2.266 0.233
O 1.778 -1.599 3.251
C 1.488 -0.967 2.202
N 0.638 -0.013 1.926
C -0.171 0.268 3.115
C 0.396 1.433 3.810
C 0.854 1.332 5.128
C 1.307 2.459 5.778
C 1.229 3.703 5.084
C 0.816 3.694 3.744
N 0.430 2.579 3.155
C 2.189 -1.456 1.002
C 3.584 -1.342 0.811
C 4.174 -1.830 -0.302
C 3.339 -2.482 -1.183
C 2.026 -2.698 -0.879
N 1.402 -2.149 0.200
H -1.260 0.460 2.822
H -0.041 -0.512 3.874
H 0.909 0.326 5.610
H 1.632 2.397 6.788
H 1.427 4.662 5.584
H 0.740 4.624 3.125
H 4.127 -0.814 1.554
H 5.196 -1.715 -0.464
H 3.703 -2.921 -2.080
H 1.382 -3.217 -1.549
O -1.380 3.655 -3.540
C -1.142 3.649 -2.346
O -0.074 3.229 -1.776
C -2.257 4.034 -1.394
C -2.820 2.769 -0.765
C -4.177 3.064 -0.174
C -3.802 3.707 1.157
C -2.320 3.867 1.014
O -1.992 2.572 0.401
C -1.937 4.866 -0.123
C -0.455 5.339 0.054
O -0.125 6.428 -0.365
O 0.274 4.540 0.806
H -3.051 4.525 -1.976
H -2.795 1.914 -1.439
H -4.703 3.743 -0.854
H -4.721 2.159 -0.067
H -4.251 4.724 1.268
H -4.001 3.052 1.996
H -1.759 3.974 1.919
H -2.455 5.797 -0.069
C 4.982 1.489 3.076
C 3.665 1.796 2.621
N 3.317 1.932 1.370
C 4.270 1.815 0.424
C 5.624 1.491 0.756
C 5.906 1.206 2.119
C 6.640 1.381 -0.286
C 6.372 1.733 -1.575
C 5.050 2.148 -1.929
C 4.779 2.435 -3.263
C 3.550 3.050 -3.523
C 2.625 3.221 -2.531
N 2.783 2.780 -1.316
C 4.014 2.253 -0.954
H 5.063 1.378 4.108
H 2.845 1.857 3.320
H 6.851 0.673 2.332
H 7.655 1.159 -0.095
H 7.098 1.813 -2.252
H 5.575 2.268 -3.901
H 3.288 3.382 -4.544
H 1.722 3.700 -2.714
C -1.115 -7.866 1.366
C -1.373 -6.394 0.949
C -1.936 -6.004 -0.233
C -2.073 -4.620 -0.526
C -2.709 -4.309 -1.891
C -1.769 -3.679 0.454
Te -1.713 -1.545 0.123
N -1.096 -1.611 -1.739
C -0.392 -0.518 -2.026
O -0.110 0.455 -1.248
C 0.260 -0.583 -3.418
C 0.538 -1.787 -4.022
C 1.329 -1.781 -5.157
C 1.677 -0.625 -5.777
C 1.268 0.617 -5.289
C 0.612 0.608 -4.019
C -3.813 -1.217 -0.397
C -3.898 -0.479 -1.591
C -5.173 -0.233 -2.122
C -6.280 -0.803 -1.524
C -6.140 -1.492 -0.317
C -4.905 -1.703 0.298
C -4.809 -2.536 1.556
C -1.402 -4.098 1.750
C -1.389 -3.154 2.925
C -1.120 -5.451 1.953
H -0.232 -8.028 1.978
H -0.967 -8.543 0.475
H -2.001 -8.228 1.893
H -2.360 -6.676 -0.990
H -2.091 -4.745 -2.668
H -2.791 -3.239 -2.106
H -3.740 -4.714 -1.975
H 0.215 -2.674 -3.550
H 1.600 -2.705 -5.643
H 2.158 -0.709 -6.727
H 1.426 1.576 -5.796
H 0.350 1.537 -3.539
H -3.010 -0.150 -2.120
H -5.243 0.367 -3.005
H -7.243 -0.728 -2.005
H -7.014 -1.901 0.192
H -5.792 -2.800 1.928
H -4.269 -1.963 2.325
H -4.223 -3.487 1.337
H -0.525 -2.492 2.731
H -1.354 -3.621 3.921
H -2.299 -2.529 2.999
H -0.896 -5.795 2.963
```

DFT (ωB97M-V/def2-TZVPD) results for a structure of composition C27H32N7O7RuS3.

The HOMO energy (spin up / spin down) comes out at -0.2793 / -0.2818 hartree. As for the multiplicity: 2. The LUMO energy (spin up / spin down) is -1.66 / -1.53 eV. The expectation value of S² is 1.188. The calculation puts the molecular weight at 763.9 g mol⁻¹.

```
77
C27H32N7O7RuS3 | OMol25 | ωB97M-V/def2-TZVPD
Ru -0.339 -0.359 -0.100
C 0.059 -1.254 2.854
N 0.254 0.093 2.297
C 1.646 0.538 2.458
C 2.199 1.102 1.152
N 2.103 0.122 0.076
C 2.593 0.697 -1.180
C 2.735 -1.141 0.319
C 3.834 -1.305 1.151
C 4.419 -2.550 1.312
C 3.935 -3.639 0.604
C 2.861 -3.487 -0.248
C 2.232 -2.252 -0.381
S 0.834 -2.098 -1.411
C -0.681 0.999 2.925
C -0.581 1.256 4.289
C -1.482 2.084 4.931
C -2.508 2.674 4.206
C -2.626 2.426 2.855
C -1.722 1.585 2.193
S -1.957 1.358 0.475
H 0.443 -1.321 3.876
H 0.546 -2.007 2.226
H -1.004 -1.481 2.881
H 2.250 -0.315 2.776
H 1.713 1.318 3.224
H 3.235 1.448 1.305
H 1.594 1.961 0.838
H 3.600 1.116 -1.040
H 1.910 1.479 -1.515
H 2.638 -0.076 -1.945
H 4.246 -0.460 1.684
H 5.261 -2.663 1.980
H 4.399 -4.605 0.710
H 2.482 -4.315 -0.823
H 0.202 0.787 4.866
H -1.408 2.236 5.996
H -3.215 3.318 4.703
H -3.430 2.864 2.284
C 2.401 5.726 1.214
N 1.295 4.896 0.798
C 0.495 4.378 1.881
C 1.078 4.537 -0.484
S 0.117 3.219 -0.881
N 1.706 5.250 -1.466
C 1.536 6.694 -1.525
C 1.778 4.652 -2.785
H 2.917 5.226 2.038
H 2.059 6.700 1.574
H 3.104 5.860 0.394
H -0.008 5.200 2.397
H 1.127 3.852 2.600
H -0.255 3.691 1.497
H 1.233 7.098 -0.565
H 0.756 6.939 -2.252
H 2.468 7.164 -1.839
H 2.132 3.626 -2.709
H 2.482 5.228 -3.382
H 0.804 4.647 -3.282
O -6.786 -5.443 0.436
N -6.518 -4.468 -0.240
O -7.284 -3.938 -1.021
C -5.211 -3.901 -0.094
C -4.338 -4.444 0.842
C -3.097 -3.882 1.049
C -2.669 -2.691 0.351
O -1.671 -2.053 0.728
C -3.551 -2.274 -0.726
C -4.804 -2.831 -0.891
N -3.146 -1.230 -1.593
O -1.926 -0.996 -1.728
O -3.998 -0.610 -2.212
N -2.242 -4.480 2.024
O -2.696 -5.408 2.670
O -1.109 -4.058 2.165
H -4.634 -5.309 1.420
H -5.465 -2.442 -1.652
```

Q: Number 4 is which compound?
A: C27H32N7O7RuS3